Entry 1:
120
Properties=species:S:1:pos:R:3:forces:R:3 method="wB97M-V/def2-TZVPD" total_energy_ev=-57513.28185 homo_energy_ev="0.4 / -8.8" spin_multiplicity=2 total_charge=-1 largest_force_ev_per_a=4.0 s2=0.751
C 3.919009 5.673925 -3.613241 -0.21 0.54 -0.47
C 4.215905 4.236736 -4.018580 0.77 0.79 0.56
C 2.995273 3.366655 -4.183303 0.50 -0.90 -0.71
C 3.378258 2.086445 -4.884868 -0.28 -0.34 0.19
N 3.665652 1.091161 -5.405032 -0.20 1.20 0.59
H 3.435399 5.809445 -2.645844 -0.15 -0.30 -0.02
H 3.304013 6.148487 -4.377865 -0.28 0.06 0.05
H 4.823784 6.281026 -3.583003 0.21 -0.21 0.07
H 4.847356 3.844884 -3.221195 0.27 -0.42 -0.27
H 4.771492 4.266968 -4.955867 0.17 -0.14 0.09
H 2.283517 3.891625 -4.820396 -0.33 -0.20 0.20
H 2.595931 3.138948 -3.194987 -0.42 -0.10 -0.23
C -7.291070 -1.513275 -2.167696 0.65 -0.34 -0.19
C -5.777001 -1.849848 -2.127591 -0.70 0.05 0.04
C -5.146872 -1.570888 -0.750718 0.26 0.11 -0.19
C -5.801943 -2.132418 0.428330 0.29 0.64 -1.58
N -6.338965 -2.500186 1.361967 -0.60 -0.61 1.39
H -7.468505 -0.443346 -2.058795 0.06 0.03 0.19
H -7.846105 -2.061151 -1.406198 0.00 0.07 0.08
H -7.698572 -1.795416 -3.138485 -0.01 -0.04 -0.07
H -5.265611 -1.227272 -2.861736 0.18 0.32 0.09
H -5.596847 -2.852065 -2.516444 -0.07 -0.23 0.50
H -5.109553 -0.488655 -0.626349 -0.20 0.26 0.18
H -4.096663 -1.850841 -0.668315 0.16 -0.26 -0.42
C 0.166460 -6.722000 1.407248 -0.07 1.19 1.00
C 1.301012 -5.683746 1.172320 0.32 -1.39 -0.28
C 0.938258 -4.206389 1.246057 -0.25 0.04 -0.26
C -0.025285 -3.726221 0.213745 -0.60 -0.27 -0.36
N -0.803065 -3.429664 -0.596240 1.09 -0.40 1.12
H 0.516529 -7.752389 1.469321 0.07 0.10 -0.54
H -0.749237 -6.600478 0.828604 0.37 -0.18 -0.59
H -0.178732 -6.511598 2.419507 -0.16 -0.07 0.33
H 1.904505 -5.956815 0.306682 -0.28 0.33 -0.39
H 1.994046 -5.864365 1.994011 0.12 0.18 0.18
H 1.819720 -3.568775 1.178552 0.12 -0.12 -0.21
H 0.573418 -4.059353 2.262607 -0.54 0.42 -0.19
C -4.538207 0.425689 3.416650 -0.20 -0.20 -0.10
C -5.948688 0.975890 3.392396 -0.02 0.22 -0.01
C -6.425629 1.622529 4.704756 0.14 -0.52 0.18
C -6.454596 0.650719 5.808085 -0.54 -0.94 1.32
N -6.535795 -0.083347 6.705773 0.25 1.01 -1.34
H -3.884135 1.244896 3.715295 0.43 -0.39 0.08
H -4.248046 0.066979 2.429103 0.04 0.38 -0.15
H -4.458036 -0.465135 4.039625 0.12 0.26 0.51
H -6.660600 0.191849 3.134400 -0.06 0.07 -0.18
H -5.968653 1.757419 2.632835 -0.28 -0.04 -0.14
H -7.431431 2.015578 4.556555 -0.06 -0.02 0.16
H -5.808021 2.440917 5.074762 0.21 0.13 -0.37
C 1.397223 0.970536 -0.624756 -0.23 -0.88 -0.18
C 0.633724 -0.364139 -0.684350 -0.92 0.02 0.53
C -0.893159 -0.180673 -0.998608 1.10 0.82 -0.44
C -1.639077 0.582912 0.008935 -0.23 0.22 0.49
N -2.220690 1.206161 0.791576 0.44 -0.54 -0.59
H 1.474425 1.395226 -1.625639 -0.37 0.40 0.08
H 2.429009 0.822085 -0.306183 0.04 -0.15 0.18
H 0.893793 1.602105 0.107211 0.13 0.43 -0.27
H 0.674377 -0.841069 0.294927 0.34 -0.30 -0.03
H 1.023314 -1.031259 -1.453285 0.11 -0.04 0.18
H -1.417722 -1.098040 -1.265778 0.16 -0.06 0.24
H -0.856020 0.439153 -1.894453 -0.60 0.10 -0.25
C 2.827722 0.267414 2.451188 0.20 -0.02 -0.40
C 3.366190 -1.110724 2.095217 -0.75 1.26 0.20
C 4.829578 -1.248861 2.415239 1.44 0.17 -0.76
C 5.834169 -0.431377 1.618736 0.66 0.92 -1.28
N 6.626000 0.166862 0.989687 -2.01 -1.45 1.63
H 2.971168 0.528351 3.499729 -0.11 -0.06 0.05
H 1.772948 0.290984 2.177365 0.00 0.29 0.23
H 3.381271 0.976969 1.836189 -0.17 0.41 0.06
H 3.146360 -1.223745 1.033617 0.15 -0.61 0.00
H 2.799128 -1.814953 2.703976 0.16 -0.42 -0.27
H 5.097643 -2.285761 2.212501 0.36 -0.08 0.38
H 5.031473 -0.963766 3.447733 -0.06 -0.36 0.16
C 4.157048 3.870210 -0.068801 -0.29 0.26 -0.68
C 5.185495 3.733805 1.028548 -0.24 0.48 0.71
C 6.600227 3.874665 0.455526 -0.12 -0.79 0.15
C 6.964812 5.162771 -0.102427 -1.35 -3.03 1.48
N 7.240196 6.165534 -0.516704 1.03 3.56 -1.53
H 4.451587 4.631777 -0.790850 0.24 0.10 -0.07
H 3.161563 4.198922 0.229614 0.01 -0.37 0.39
H 4.078348 2.934880 -0.622943 -0.17 -0.08 -0.06
H 5.080138 2.770891 1.528339 0.28 -0.22 -0.25
H 4.984551 4.430516 1.842375 0.21 0.40 -0.14
H 6.620245 3.155410 -0.363237 0.47 -0.17 -0.03
H 7.378694 3.622040 1.175452 -0.09 -0.25 0.02
C -5.251774 2.867375 -0.695429 -0.57 -0.21 -0.93
C -6.115587 2.733299 -1.967820 -0.59 0.41 0.82
C -5.323532 2.436361 -3.215868 0.81 0.35 -0.09
C -4.456905 3.582088 -3.483378 0.32 0.43 -0.66
N -3.750699 4.458383 -3.726833 -0.19 -0.14 0.14
H -4.615157 1.984759 -0.633725 0.31 0.25 0.32
H -5.885593 2.932676 0.188949 0.02 -0.03 0.04
H -4.692540 3.797488 -0.796617 0.40 -0.24 0.26
H -6.591288 3.701663 -2.123000 -0.32 0.00 -0.05
H -6.924847 2.016287 -1.829663 0.10 -0.22 -0.02
H -5.930872 2.231670 -4.097540 -0.08 0.03 0.04
H -4.610481 1.621124 -3.093192 -0.16 -0.55 0.12
C -2.479012 -4.628441 3.822993 -0.87 -0.03 0.82
C -2.671570 -4.378221 2.353374 0.42 0.11 0.10
C -2.752942 -2.873961 2.019227 0.96 0.17 -0.14
C -1.503563 -2.177091 2.399144 3.00 1.85 1.44
N -0.511985 -1.618283 2.730785 -3.29 -1.97 -1.19
H -1.548868 -4.189495 4.183904 -0.08 0.02 0.16
H -2.514935 -5.686911 4.080765 0.37 -0.16 -0.26
H -3.337684 -4.234518 4.366704 0.15 0.41 0.29
H -3.562848 -4.900861 2.006127 0.08 0.14 -0.25
H -1.772449 -4.818862 1.922656 -0.33 0.14 -0.79
H -3.569616 -2.335104 2.499615 -0.17 -0.27 0.05
H -2.798462 -2.689068 0.945987 -0.33 -0.25 -0.14
C 6.775624 0.149589 -2.996643 -0.28 -0.25 1.39
C 5.485737 -0.462746 -2.365105 -0.14 1.19 -1.09
C 5.480042 -1.957744 -2.095367 0.12 0.06 0.04
C 4.184742 -2.446617 -1.619855 -2.70 -1.16 0.62
N 3.149499 -2.865762 -1.255679 2.68 1.11 -0.75
H 6.878494 0.093861 -4.080343 -0.36 -0.04 0.10
H 7.678777 -0.259437 -2.543744 0.06 -0.18 0.02
H 6.743438 1.179256 -2.640482 0.24 0.24 -0.57
H 4.691951 -0.201945 -3.065104 -0.19 -0.49 -0.31
H 5.167000 0.160051 -1.529271 0.47 -0.45 0.60
H 6.204898 -2.276368 -1.346262 0.23 0.25 0.06
H 5.753578 -2.463439 -3.021411 -0.18 -0.23 -0.02

Entry 2:
133
Properties=species:S:1:pos:R:3:forces:R:3 method="wB97M-V/def2-TZVPD" total_energy_ev=-86648.53306 homo_energy_ev=-11.6 spin_multiplicity=1 total_charge=+1 largest_force_ev_per_a=10.2
C 1.554966 -0.875467 0.701442 -0.19 0.50 -0.29
C 2.264001 -0.602581 -0.785270 0.60 -0.74 2.24
O 1.290321 -0.767325 -1.876815 1.94 2.27 0.02
C 1.545274 0.228678 -2.969839 -0.98 -0.81 -0.62
C 0.285823 1.329321 -2.967040 2.06 -1.02 -0.03
O -0.886842 0.588822 -3.456976 -0.62 2.15 0.89
C -2.058717 1.454721 -3.653176 0.20 0.03 -0.01
C -2.497506 2.333403 -2.330589 -1.09 3.34 1.66
C -2.758593 3.961327 -2.612569 -0.70 -2.69 4.76
C -3.246234 4.864536 -1.334850 0.55 -3.12 0.39
C -3.506798 6.481666 -1.624036 1.15 -0.20 0.08
C -4.557691 6.773191 -2.850775 -1.27 0.42 0.29
C -5.927949 5.864638 -2.808917 -0.61 1.06 -0.79
C -6.935640 6.353931 -1.602474 0.34 -1.08 0.77
C -8.432048 5.611457 -1.661427 0.90 0.65 0.52
O -8.183232 4.187968 -1.314623 -1.90 1.38 0.73
C -9.192213 3.682309 -0.365313 -0.68 -1.43 0.11
C -3.399479 4.129747 0.121885 0.34 -0.12 -3.78
C -3.878222 5.108655 1.388275 -5.61 0.66 1.07
O -5.153476 5.414114 1.657489 9.08 -2.23 -2.07
N -2.739460 5.687014 2.234131 1.60 -0.63 -3.12
C -1.836764 6.544351 1.339050 -0.77 7.24 0.17
O -2.003956 7.873087 1.375189 1.73 -9.97 -0.97
F -0.776170 5.891611 0.489539 -3.41 1.78 2.89
N -3.130469 2.621446 0.305838 0.46 1.66 -3.64
C -2.719515 1.681513 -0.806072 -0.05 3.08 -2.08
C -2.419282 0.075824 -0.673719 0.48 1.06 0.24
C -2.897687 -0.616134 0.730428 1.14 -1.40 0.40
N -4.106438 -1.523149 0.623131 0.32 0.01 -2.43
C -5.390697 -0.765006 0.371542 -1.27 -0.39 1.36
C -6.624646 -1.780434 0.847959 0.17 -0.24 0.60
C -3.897669 -2.669310 -0.342055 3.47 -5.24 0.46
C -4.589621 -2.741322 -1.862696 -0.05 1.17 0.10
O -3.107901 -3.732956 -0.032103 -4.69 7.17 -1.52
H 1.269636 -1.996704 0.877170 0.46 2.18 -0.54
H 2.287426 -0.564050 1.562915 -1.26 -0.59 -1.80
H 0.591343 -0.183702 0.814043 1.94 -1.52 -0.27
H 3.138825 -1.411602 -0.848207 -1.82 1.82 -0.22
H 2.743735 0.474396 -0.716602 -1.07 -2.09 -0.47
H 2.596637 0.736552 -2.893254 -2.11 -0.81 0.10
H 1.542387 -0.424846 -3.968821 -0.21 1.70 2.06
H 0.184014 1.703405 -1.840926 -0.04 -0.61 -2.46
H 0.594496 2.176230 -3.713424 -0.82 -1.27 1.45
H -2.952958 0.763460 -3.964599 1.77 1.27 0.65
H -1.801247 2.180112 -4.560916 -0.81 -1.17 2.10
H -2.646581 4.465286 -3.666261 -0.18 -1.23 2.27
H -3.769595 7.083294 -0.627886 0.31 -1.58 -2.22
H -2.445291 6.902868 -1.969114 -2.20 -0.97 0.86
H -4.913128 7.904921 -2.724079 0.95 -2.42 -0.29
H -4.097657 6.696726 -3.925159 -0.48 -0.01 2.24
H -6.501363 6.083611 -3.829966 1.30 -0.53 2.06
H -5.680737 4.718522 -2.804907 -0.60 2.19 0.29
H -6.422653 5.999096 -0.587675 -1.30 0.74 -1.98
H -7.014759 7.525036 -1.522324 0.05 -2.29 -0.54
H -9.141822 6.076790 -0.833508 1.53 -0.78 -1.84
H -8.937569 5.718681 -2.732643 1.11 -0.33 2.24
H -10.255153 4.202285 -0.497243 2.38 -1.05 0.28
H -9.325971 2.522017 -0.609378 0.24 2.56 0.46
H -8.846585 3.725379 0.767240 -0.57 0.31 -2.35
H -2.089980 4.915126 2.563905 -1.12 0.69 -0.47
H -3.251750 2.268329 1.282405 0.13 0.15 -1.37
H -2.857025 -0.433900 -1.648498 0.77 1.11 2.17
H -1.241022 -0.053111 -0.754959 -2.36 0.43 0.03
H -3.089243 0.122014 1.617282 0.29 -1.22 -1.80
H -1.995948 -1.315690 1.080795 -2.01 1.58 -0.79
H -5.410767 0.129620 1.160348 0.12 -1.78 -1.90
H -5.515937 -0.363610 -0.720503 0.18 -0.69 1.97
H -6.682568 -2.764108 0.199824 0.09 2.16 1.18
H -7.669044 -1.252922 0.878013 2.07 -0.92 -0.34
H -6.410901 -2.148897 1.962084 -0.27 0.94 -2.48
H -5.750341 -2.961751 -1.796409 2.56 0.27 -0.14
H -4.497504 -1.678999 -2.398508 -0.25 -2.12 1.27
H -4.009667 -3.492256 -2.565461 -1.28 1.33 1.97
C 8.883633 -2.470912 -0.415655 -0.06 -0.22 -0.23
C 8.072824 -2.418351 0.867977 0.79 0.09 -0.04
O 6.690564 -2.698671 0.612846 -0.63 -1.02 0.00
C 6.382401 -4.004734 0.415689 0.57 -0.26 -0.13
O 7.167589 -4.941321 0.444205 -1.24 1.36 0.03
O 5.054918 -4.090867 0.153590 1.00 0.32 0.34
C 4.617042 -5.406273 -0.178018 -0.28 -0.62 -0.17
H 8.449288 -1.809761 -1.172548 0.08 0.06 0.18
H 9.918633 -2.170009 -0.231483 -0.14 -0.01 0.02
H 8.890131 -3.478746 -0.841488 0.05 0.10 0.19
H 8.118745 -1.406937 1.282732 -0.35 -0.16 -0.06
H 8.472714 -3.097919 1.629013 -0.18 -0.04 -0.23
H 4.912311 -6.130657 0.588244 0.09 0.18 -0.22
H 5.016524 -5.694199 -1.155915 0.02 -0.06 0.25
H 3.525381 -5.396700 -0.239472 0.23 0.28 0.04
C -2.006099 6.883103 9.180581 0.14 0.27 -0.14
C -2.825037 5.896884 8.365351 0.45 -0.15 0.59
O -3.583614 6.572970 7.354518 0.34 0.23 -1.20
C -2.884791 6.968975 6.261604 0.33 0.10 0.28
O -1.690200 6.794217 6.069408 -1.62 0.09 0.09
O -3.735126 7.618045 5.428558 0.53 -0.69 0.75
C -3.101572 8.181082 4.282438 0.32 0.28 -0.43
H -2.647152 7.671829 9.587554 0.00 -0.22 0.04
H -1.498908 6.375211 10.005500 -0.10 0.03 -0.08
H -1.248733 7.376868 8.564385 -0.07 -0.20 0.05
H -3.545562 5.397854 9.020256 -0.13 0.19 -0.33
H -2.196777 5.116050 7.922080 -0.06 0.26 -0.09
H -2.518553 7.430204 3.738980 -0.18 0.39 0.46
H -2.465307 9.019139 4.585086 0.01 -0.21 -0.07
H -3.879871 8.561056 3.615009 -0.03 -0.18 0.32
C -0.347904 -4.813941 -3.610639 -0.23 -0.22 0.16
C 1.033125 -5.225617 -4.091439 -0.38 0.43 -0.29
O 1.553561 -6.298921 -3.296783 -0.07 -0.97 -0.16
C 1.043149 -7.527328 -3.561604 -0.59 -0.11 -0.31
O 0.200443 -7.789018 -4.407709 1.33 0.41 1.23
O 1.609303 -8.413694 -2.705946 -0.26 0.91 -0.68
C 1.079152 -9.732946 -2.808445 -0.19 -0.64 -0.01
H -0.329154 -4.579753 -2.541308 0.09 0.10 -0.15
H -0.703500 -3.938444 -4.160859 0.10 -0.04 0.04
H -1.073557 -5.621640 -3.745379 0.15 0.09 -0.11
H 1.721799 -4.383465 -3.974832 0.10 -0.33 0.17
H 1.029679 -5.495271 -5.153595 -0.06 -0.16 0.24
H 1.121868 -10.101733 -3.838613 -0.13 0.19 0.19
H 0.050023 -9.748692 -2.435061 0.13 -0.01 -0.22
H 1.684715 -10.393234 -2.181625 0.03 0.39 -0.05
C 9.981068 -8.288940 1.754228 0.35 -0.14 0.07
C 9.901494 -6.998162 0.957079 -0.58 -0.55 -0.02
O 10.961332 -6.104677 1.321421 1.12 0.14 -0.47
C 12.181959 -6.401111 0.809727 -0.10 -0.66 -0.17
O 12.444615 -7.341918 0.074593 -0.35 1.47 1.02
O 13.069062 -5.488284 1.276762 -0.80 -0.52 -0.35
C 14.417973 -5.748390 0.896271 0.57 -0.06 -0.14
H 10.007150 -8.077108 2.828057 -0.16 0.04 -0.13
H 9.121891 -8.929957 1.538359 0.06 0.12 0.02
H 10.892594 -8.846556 1.519092 -0.16 0.07 -0.09
H 8.962858 -6.486874 1.190823 0.37 0.20 -0.02
H 9.906446 -7.186584 -0.122446 0.21 0.04 0.19
H 14.511600 -5.865459 -0.188443 -0.10 -0.12 0.25
H 14.783318 -6.641303 1.413955 -0.07 0.07 -0.24
H 15.029337 -4.895662 1.203973 -0.38 -0.06 0.07